ORCA calculation (ωB97M-V/def2-TZVPD) on a molecular structure, C6H15F4LiN2O12PS4 in a non-equilibrium geometry.

Structure (ORCA input):
```
! wB97M-V def2-TZVPD RIJCOSX def2/J DEFGRID3
* xyz -1 1
S -2.760 2.580 -1.251
S -4.477 2.507 0.294
S -1.336 -3.230 2.083
S -3.230 -4.301 1.267
P 1.131 -0.184 0.223
F -5.115 1.555 1.378
F -0.507 -2.922 3.315
F -4.436 -5.235 1.802
F -1.374 1.875 -1.538
O -3.981 -3.046 1.018
O -5.592 2.615 -0.637
O -4.157 3.706 1.066
O -3.320 2.536 -2.622
O -0.295 -0.206 0.133
O 1.961 0.598 -1.015
O -0.269 -3.646 1.178
O -2.781 -5.129 0.177
O 1.911 -1.603 0.425
O 1.719 0.562 1.609
O -2.361 3.887 -0.863
O -1.814 -1.836 1.930
N -2.228 -4.350 2.681
N -3.083 1.599 -0.148
C 3.305 -1.715 0.476
C 3.818 -2.351 -0.866
C 2.127 1.708 -2.898
C 1.589 0.386 -2.314
C 1.809 2.005 1.781
C 0.859 2.820 0.867
Li -2.266 0.105 0.571
H 2.165 1.661 -3.987
H 3.316 -1.892 -1.719
H -0.149 2.511 1.143
H 1.002 3.894 0.987
H 3.800 -0.744 0.439
H 2.885 2.160 1.698
H 0.970 2.672 -0.207
H 1.835 2.156 2.861
H 3.114 1.985 -2.527
H 3.544 -3.393 -1.031
H 4.878 -2.374 -1.117
H 3.675 -2.273 1.336
H 0.524 0.233 -2.485
H 2.170 -0.408 -2.784
H 1.421 2.521 -2.730
*
```

Computed properties:
energy relative to the best compared isomer or geometry (same formula, charge and spin) = 588.8 kJ/mol
LUMO energy = 2.39 eV
total energy = -97722.0539 eV

=====

ORCA calculation (ωB97M-V/def2-TZVPD) on a molecular structure, C6H15F6NO2PRb in a non-equilibrium geometry.

Structure (ORCA input):
```
! wB97M-V def2-TZVPD RIJCOSX def2/J DEFGRID3
* xyz 0 1
Rb 0.483 -1.920 0.600
P -1.407 -4.947 0.919
F -2.041 -4.960 -0.571
F -0.937 -6.473 0.768
F -0.005 -4.439 0.184
F -1.786 -3.355 1.111
F -0.711 -4.883 2.368
F -2.805 -5.361 1.527
O -0.910 -0.811 -1.724
O 0.846 3.265 0.906
N 1.042 0.809 -0.251
C 0.563 4.340 1.809
C -0.433 0.435 -2.178
C 1.891 2.467 1.339
C -2.300 -0.785 -1.460
C 2.261 1.508 0.199
C 0.964 0.731 -1.732
H 1.793 0.211 -2.223
H 1.233 1.744 -2.104
H -0.527 0.445 -3.271
H 2.996 0.807 0.605
H 1.664 1.895 2.252
H -2.627 -1.816 -1.328
H 0.498 3.961 2.826
H -0.396 4.735 1.479
H 2.805 3.036 1.572
H -2.891 -0.373 -2.286
H 1.312 5.120 1.675
H 0.311 1.488 -0.031
H -1.099 1.242 -1.844
H -2.530 -0.219 -0.549
H 2.741 2.104 -0.585
*
```

Computed properties:
LUMO energy = -0.34 eV
total energy = -38305.5329 eV

=====

ORCA calculation (ωB97M-V/def2-TZVPD) on 2 unconnected molecules or ions with the total composition C6H15INOP in a non-equilibrium geometry.

Structure (ORCA input):
```
! wB97M-V def2-TZVPD RIJCOSX def2/J DEFGRID3
* xyz 0 3
I 4.265 0.902 -1.984
P 2.578 -0.882 -1.654
O 1.711 -0.840 -2.811
N 0.204 -0.064 0.533
C -0.714 -1.140 0.472
C -1.452 1.783 0.726
C -1.270 -1.520 -0.810
C -0.218 1.187 -0.075
C 0.996 2.223 -0.101
C 0.137 -2.379 1.171
H -2.330 1.307 0.415
H 1.895 1.936 -0.612
H 0.481 -1.993 2.095
H 1.299 2.510 1.024
H -0.468 1.089 -1.164
H -0.433 -1.590 -1.555
H -1.185 1.522 1.798
H -2.117 -0.958 -1.200
H 0.612 3.176 -0.536
H -1.593 -2.568 -0.785
H -0.652 -3.232 1.355
H -1.572 2.771 0.586
H 0.526 0.212 1.463
H 0.872 -2.478 0.351
H -1.572 -0.975 1.296
*
```

Computed properties:
expectation value of S² = 2.01
energy relative to the best compared isomer or geometry (same formula, charge and spin) = 145.9 kJ/mol
LUMO energy (alpha / beta) = 0.23 / -3.57 eV
total energy = -27389.0061 eV

=====

ORCA calculation (ωB97M-V/def2-TZVPD) on a molecular structure, C6H15InNO2 in a non-equilibrium geometry.

Structure (ORCA input):
```
! wB97M-V def2-TZVPD RIJCOSX def2/J DEFGRID3
* xyz 3 1
In -1.356 -1.259 2.056
O 1.764 -1.338 -1.046
O -1.507 0.977 1.990
N -0.456 -0.747 0.256
C -0.615 -1.650 -0.914
C -0.619 1.543 0.933
C -0.539 0.656 -0.291
C 0.637 -1.849 -1.681
C -1.742 1.970 2.890
C 2.682 -0.538 -1.796
H -0.714 2.597 0.670
H -1.333 -1.366 -1.683
H 3.499 -0.166 -1.177
H 0.251 0.929 -0.990
H -2.371 1.573 3.687
H 0.845 -2.915 -1.584
H 0.662 -1.570 -2.735
H -2.210 2.846 2.440
H -0.798 2.359 3.273
H -0.910 -2.616 -0.504
H -1.451 0.785 -0.875
H 0.550 -0.820 0.302
H 3.296 -1.166 -2.441
H 0.353 1.489 1.423
H 2.083 0.276 -2.203
*
```

Computed properties:
energy relative to the best compared isomer or geometry (same formula, charge and spin) = 206.2 kJ/mol
LUMO energy = -18.20 eV
total energy = -17184.4918 eV

=====

ORCA calculation (ωB97M-V/def2-TZVPD) on C6H15N in the gas phase in a non-equilibrium geometry.

Structure (ORCA input):
```
! wB97M-V def2-TZVPD RIJCOSX def2/J DEFGRID3
* xyz 0 1
N 0.488 0.712 -0.465
C -0.526 0.349 1.725
C 0.904 0.414 0.892
C -1.529 -0.792 1.369
C 2.053 -0.500 -2.096
C -2.675 -0.543 0.391
C 1.624 0.843 -1.432
H 3.109 -0.451 -2.352
H 1.451 -0.535 1.147
H -3.177 -1.395 0.019
H -3.607 0.102 0.784
H 1.443 1.318 1.221
H -0.154 -0.079 -0.840
H 1.789 -1.334 -1.410
H -1.945 -1.286 2.183
H -0.779 1.467 1.452
H -0.366 0.372 2.831
H 2.428 1.450 -0.948
H 1.255 1.623 -2.167
H 1.237 -0.477 -2.925
H -0.906 -1.455 0.954
H -2.117 0.198 -0.329
*
```

Computed properties:
energy relative to the best compared isomer or geometry (same formula, charge and spin) = 271.2 kJ/mol
LUMO energy = 1.14 eV
SMILES = CCCCNCC
total energy = -7952.9556 eV